ORCA calculation (the ωB97M-V functional and the def2-TZVPD basis) on 8 unconnected molecules or ions with the total composition C7H28ClO11.

```
47
Properties=species:S:1:pos:R:3:forces:R:3
Cl -15.328 22.037 3.838 -0.4 -0.6 -0.5
O -15.465 23.354 3.294 -0.1 0.3 0.1
O -15.398 22.059 5.277 -0.1 0.1 0.3
O -16.367 21.178 3.311 -0.2 0.1 0.1
O -14.057 21.478 3.439 0.6 -0.1 -0.2
C -18.909 22.907 6.204 -0.1 0.5 0.2
O -19.933 22.176 6.885 0.2 -0.1 -0.2
H -17.933 22.478 6.415 -0.1 -0.2 0.0
H -19.059 22.937 5.124 0.0 -0.1 0.0
H -18.904 23.939 6.575 0.1 0.0 -0.1
H -20.762 22.609 6.668 -0.1 -0.1 0.1
C -17.464 22.183 0.359 0.5 -0.7 -0.2
O -17.930 22.143 -1.000 0.0 0.3 0.3
H -16.375 22.081 0.416 0.0 0.4 -0.1
H -17.775 23.090 0.873 -0.1 -0.1 0.1
H -17.820 21.283 0.858 -0.4 0.2 0.0
H -17.794 23.030 -1.343 0.0 -0.1 -0.2
C -14.941 18.480 5.921 0.2 -0.1 0.4
O -14.111 19.547 6.342 -0.2 -0.2 0.0
H -15.362 18.667 4.933 -0.1 -0.1 0.0
H -14.333 17.573 5.907 0.1 0.1 -0.2
H -15.737 18.279 6.649 -0.2 0.2 -0.2
H -14.591 20.361 6.145 0.1 0.2 -0.1
C -10.684 19.480 2.548 0.0 -0.2 -0.1
O -11.107 20.751 2.991 -0.1 -0.3 -0.2
H -11.173 19.173 1.615 -0.1 0.1 0.0
H -9.614 19.516 2.341 0.0 0.1 0.1
H -10.872 18.699 3.293 0.1 0.0 0.0
H -12.069 20.706 3.066 0.0 0.4 0.2
C -20.160 21.652 2.947 -0.1 0.6 0.1
O -20.987 21.054 1.955 0.3 -0.5 0.1
H -19.102 21.484 2.756 -0.1 -0.1 -0.4
H -20.353 22.729 2.898 0.3 0.1 0.4
H -20.320 21.289 3.967 -0.3 -0.1 -0.1
H -21.900 21.176 2.223 0.0 0.0 0.0
C -17.387 17.991 2.316 0.0 0.4 -0.1
O -17.440 16.897 1.406 0.0 -0.1 0.0
H -17.031 18.906 1.837 0.1 -0.1 0.0
H -18.368 18.224 2.740 0.0 -0.2 0.0
H -16.696 17.743 3.119 0.0 0.0 0.0
H -17.501 17.241 0.513 -0.1 0.1 0.0
C -13.785 20.403 0.036 -0.2 0.0 -0.2
O -13.824 21.765 0.419 0.0 -0.3 0.2
H -12.765 20.022 -0.091 0.1 0.2 0.0
H -14.287 19.760 0.764 -0.1 0.0 0.0
H -14.298 20.310 -0.925 0.0 -0.1 0.0
H -13.956 21.761 1.377 0.1 0.3 0.1
```
Positions in Å, forces in eV/Å.

For the LUMO energy, the calculation gives 2.6 eV. The net charge is -1. The calculation puts the energy relative to the best compared isomer or geometry (same formula, charge and spin) at 11.7 kcal per mole. As for the total energy: -1571.043973 Eh. Its HOMO-LUMO gap is 9.6942 eV.

These are the natural (NBO) partial charges, in e, on atoms 1 to 2: number 1, Cl, carries 2.562; number 2, O, carries -0.848

---

ORCA calculation (the ωB97M-V functional and the def2-TZVPD basis) on 4 unconnected molecules or ions with the total composition H7O3S.

```
11
Properties=species:S:1:pos:R:3:forces:R:3
S -1.565 1.308 -1.302 -1.6 1.7 1.1
H -2.536 2.322 -0.809 1.8 -1.8 -0.9
H 2.011 -1.428 0.878 -0.3 -0.3 1.2
H 1.090 -1.205 2.086 -0.1 0.1 -0.1
O 1.899 -1.664 1.832 0.2 0.2 -1.1
H -1.402 1.303 2.121 -0.4 0.1 0.9
H -0.740 0.844 0.994 0.5 -0.7 -0.4
O -0.705 0.665 1.964 -0.1 0.5 -0.8
H 1.125 -0.808 -3.148 2.0 0.8 -2.9
H 0.174 -0.264 -2.191 -0.4 0.1 0.4
O 0.649 -1.072 -2.424 -1.6 -0.9 2.6
```
Positions in Å, forces in eV/Å.

For the LUMO energy, the calculation gives 3.8 eV. The net charge is -1. The calculation puts the energy relative to the best compared isomer or geometry (same formula, charge and spin) at 22.8 kcal per mole. As for the total energy: -628.142879 Eh. Its HOMO-LUMO gap is 7.2104 eV.

These are the natural (NBO) partial charges, in e, on atoms 1 to 2: number 1, S, carries -1.083; number 2, H, carries 0.116